Entry 1:
This record from OMol25 describes a single C3H6N2O2 molecule. The level of theory is ωB97M-V/def2-TZVPD.

Output
SMILES: [H]/N=C/OCC(N)=O

```
13
Properties=species:S:1:pos:R:3:forces:R:3
H 2.00841 0.21373 -1.99408 -0.07 -0.05 0.10
N 1.30166 0.03249 -1.28552 0.24 0.09 0.38
C 1.66094 0.51424 -0.16766 0.05 -0.04 -0.25
O 0.95092 0.43135 0.95835 0.03 -0.02 -0.03
C -0.08250 -0.55348 1.07873 -0.13 -0.16 0.11
C -1.46324 -0.20014 0.52557 -0.14 -0.11 0.00
N -1.48885 0.42591 -0.67782 -0.15 -0.19 0.00
O -2.45376 -0.52429 1.15872 0.34 0.16 -0.23
H 2.58921 1.05631 0.02986 -0.14 0.03 -0.09
H 0.25704 -1.48635 0.60961 -0.10 0.14 0.06
H -0.22784 -0.70230 2.14960 0.14 -0.01 -0.18
H -2.39380 0.43892 -1.12549 0.08 0.12 0.04
H -0.65819 0.35359 -1.25989 -0.14 0.04 0.09
```
Forces are in eV/Å.

=====

Entry 2:
This record from OMol25 describes C3H6N2O2 as an isolated structure. The level of theory is ωB97M-V/def2-TZVPD.

```
13
Properties=species:S:1:pos:R:3:forces:R:3
C -0.12997 0.87105 0.11817 2.54 -1.25 1.27
C 2.35907 0.10535 -0.10428 -0.08 -1.14 -1.34
C -2.32210 -0.35732 0.01288 -1.06 -1.11 3.62
N 0.96706 -0.03634 0.23227 -3.25 0.07 0.63
N -1.08890 -0.00229 -0.41355 6.25 -1.21 -1.17
O -0.15296 1.99735 0.50908 -0.83 0.63 -0.50
O 0.16170 -1.19373 -0.16857 -1.48 2.70 -0.63
H 2.70155 -0.96676 -0.32757 -0.40 1.57 -0.05
H 2.33833 0.74618 -1.08160 1.21 -0.86 1.98
H 2.95980 0.36983 0.82773 -0.78 0.42 -1.60
H -3.01219 -0.00201 -0.69634 -1.41 0.42 -0.51
H -2.27988 -1.44922 -0.02721 -0.52 -0.04 -0.05
H -2.50151 -0.08212 1.11898 -0.21 -0.21 -1.67
```
Forces are in eV/Å.

=====

Entry 3:
This record from OMol25 describes a single C3H6N2O2 molecule. The level of theory is ωB97M-V/def2-TZVPD.

Output
SMILES: [H]/N=C/O[C@@]1(N)CO1

```
13
Properties=species:S:1:pos:R:3:forces:R:3
H 0.20642 -2.51567 -2.11811 0.01 0.00 0.04
N 0.68895 -1.93673 -1.43252 -0.33 0.01 0.25
C -0.09989 -1.63470 -0.49997 0.15 -0.16 -0.36
O 0.37202 -0.90927 0.56208 0.09 0.00 0.00
C 0.02647 0.43717 0.55927 0.24 0.16 0.01
N 0.35041 0.97017 1.80956 0.00 0.02 0.04
C 0.05304 1.23932 -0.65208 0.21 0.11 -0.14
O -1.18809 0.71345 -0.12517 -0.24 0.00 0.15
H -1.15387 -1.91266 -0.41454 0.16 0.01 -0.03
H -0.03710 0.46302 2.59215 -0.10 0.05 -0.07
H 0.23084 1.96852 1.87898 -0.10 -0.09 0.01
H 0.41666 0.79355 -1.57702 -0.17 0.03 0.10
H 0.13414 2.32382 -0.58264 0.08 -0.16 0.00
```
Forces are in eV/Å.

=====

Entry 4:
This record from OMol25 describes a single C3H6N2O2 molecule. The level of theory is ωB97M-V/def2-TZVPD.

Output
SMILES: [H]/N=C/OCC(N)=O

```
13
Properties=species:S:1:pos:R:3:forces:R:3
H 2.10770 0.01102 -1.94416 -0.10 0.02 0.06
N 1.39766 -0.16214 -1.23746 0.14 0.18 0.23
C 1.64290 0.50307 -0.18638 0.04 -0.06 -0.21
O 0.89839 0.43581 0.91948 0.07 0.02 -0.02
C -0.08359 -0.60304 1.01267 -0.06 -0.13 0.11
C -1.47651 -0.21350 0.52724 -0.10 -0.07 0.04
N -1.50740 0.56473 -0.58526 -0.08 -0.10 -0.05
O -2.46447 -0.60802 1.11725 0.26 0.13 -0.13
H 2.46423 1.21005 -0.03810 -0.12 -0.10 -0.03
H 0.25282 -1.47271 0.43555 -0.07 0.09 0.17
H -0.16561 -0.83894 2.07432 0.02 -0.03 -0.20
H -2.41525 0.68287 -1.01121 0.12 0.03 0.03
H -0.69084 0.55971 -1.18258 -0.12 0.02 0.00
```
Forces are in eV/Å.

=====

Entry 5:
This record from OMol25 describes a single C3H6N2O2 molecule. The level of theory is ωB97M-V/def2-TZVPD.

Output
SMILES: NC(=O)CNC=O

```
13
Properties=species:S:1:pos:R:3:forces:R:3
N -1.43674 -0.97840 -0.58512 2.35 2.54 0.89
C -0.42674 -0.50130 -1.46126 -0.46 -2.34 0.72
O -0.25362 -0.98389 -2.58219 -0.47 1.57 1.67
C 0.54429 0.41896 -0.75162 -1.12 1.35 -0.66
N 0.15437 0.82138 0.58015 -1.37 0.75 5.37
C 0.93150 0.63825 1.77294 -1.56 -0.62 -1.29
O 0.57346 0.72507 2.92207 -1.17 0.84 -0.36
H -1.84336 -1.72829 -1.00250 -1.71 -2.70 -1.10
H -1.22340 -1.08113 0.43275 -0.24 0.37 -1.57
H 0.66497 1.33011 -1.32850 0.17 -0.05 -0.54
H 1.45902 -0.13519 -0.81363 0.78 -0.08 0.61
H -0.83419 1.18501 1.00399 2.77 -1.15 -2.50
H 1.90059 0.26371 1.66321 2.03 -0.48 -1.23
```
Forces are in eV/Å.

=====

Entry 6:
This record from OMol25 describes a single C3H6N2O2 molecule. The level of theory is ωB97M-V/def2-TZVPD.

Output
SMILES: NC(=O)NCC=O

```
13
Properties=species:S:1:pos:R:3:forces:R:3
N 1.09122 -1.12931 -0.90073 1.41 2.44 0.71
C -0.22372 -1.37468 -0.75477 0.26 -1.99 1.57
O -0.64579 -2.53160 -0.85698 -0.41 2.30 -0.75
N -0.91983 -0.25574 -0.23198 -3.53 0.68 -2.21
C -0.64623 0.47001 0.95189 0.78 0.21 1.17
C 0.27556 1.62502 0.50692 2.29 2.38 2.49
O 1.48974 1.79816 0.74222 -2.74 -1.66 -0.79
H 1.68428 -1.70138 -1.41604 0.60 -1.73 -0.64
H 1.62395 -0.33610 -0.50092 -1.26 -0.39 -0.50
H -1.71696 0.22030 -0.76064 1.68 -1.90 0.65
H -0.17203 -0.20728 1.71808 -0.26 0.90 -0.65
H -1.63834 0.86000 1.38018 1.58 -0.33 -0.52
H -0.20186 2.56260 0.12277 -0.40 -0.90 -0.52
```
Forces are in eV/Å.

=====

Entry 7:
This record from OMol25 describes C3H6N2O2S as an isolated structure. The level of theory is ωB97M-V/def2-TZVPD.

```
14
Properties=species:S:1:pos:R:3:forces:R:3
C -0.89554 -0.17107 0.52852 4.17 3.52 -3.10
C 1.66424 -0.07582 -0.29340 -0.38 2.89 3.53
C 0.47226 0.80744 -0.41934 -2.45 -2.36 -0.43
N -0.71207 -0.11846 1.72851 -0.31 -0.35 3.90
N -1.69922 -0.53193 -0.41072 -5.30 -3.48 2.92
O 2.05662 -0.72496 -1.18281 1.17 -2.05 -2.31
O 0.09994 0.74690 -1.72482 -0.50 -1.10 -3.03
S 2.33396 0.12736 1.33929 1.25 -0.66 -0.20
H 0.43859 1.86872 -0.20263 0.42 -0.24 1.16
H 1.06366 0.10047 1.76205 -0.56 0.28 0.74
H -1.33735 -0.47365 2.45746 -0.04 -0.14 -0.68
H -1.46388 -0.39349 -1.34539 0.25 0.33 -1.75
H -2.57840 -1.13113 -0.04164 2.67 1.86 -1.88
H 0.55718 -0.03038 -2.19510 -0.41 1.50 1.14
```
Forces are in eV/Å.

=====

Entry 8:
This record from OMol25 describes C3H6N2O2S as an isolated structure. The level of theory is ωB97M-V/def2-TZVPD.

```
14
Properties=species:S:1:pos:R:3:forces:R:3
C 0.00745 -1.36473 -1.02200 -0.09 1.57 0.25
C 0.72520 -1.10500 0.39959 -3.03 1.62 -2.12
C 0.71259 0.38607 0.69854 1.00 4.57 1.27
H -1.51486 0.55313 0.37997 0.52 0.93 -0.50
H -1.85191 -0.64409 -1.84376 0.37 -0.42 -0.73
H 0.17742 -1.49201 1.27089 0.33 -0.63 -0.40
H 1.72644 -1.42203 0.25461 0.82 -0.47 0.36
H 1.66176 0.57648 1.69640 -3.12 0.08 -3.37
H -0.06725 3.35829 0.64691 -0.49 -0.14 -0.34
N -1.16759 -0.60896 -1.11311 2.28 -1.40 -0.17
N -0.02846 1.47128 0.17930 4.55 -4.03 2.94
O -1.79317 -0.29235 0.03509 -2.19 -1.57 1.45
O 0.56429 2.63913 0.71218 0.21 -0.59 0.17
S 0.84808 -2.05522 -2.29461 -1.16 0.49 1.19
```
Forces are in eV/Å.

=====

Entry 9:
This record from OMol25 describes C3H6N2O2S as an isolated structure. The level of theory is ωB97M-V/def2-TZVPD.

```
14
Properties=species:S:1:pos:R:3:forces:R:3
C 1.66014 -0.93996 -0.76102 0.35 -2.55 -4.12
C 0.34318 -0.36041 -0.45145 2.85 1.53 4.31
C -0.23173 0.90624 1.77405 5.27 0.68 0.10
H 2.76371 -0.27875 -0.52799 -4.02 -2.18 -0.64
H 1.66196 -2.26189 -0.43894 0.27 4.50 -1.09
H 1.15265 -0.84853 -2.14382 3.04 -0.93 3.42
H -2.02361 0.72738 0.76964 1.51 1.08 1.37
H -1.98353 1.74723 2.26279 1.19 -0.89 -1.44
H -1.84912 -0.86778 -2.37682 5.20 0.66 -0.45
N -1.43937 1.24006 1.50725 -5.24 -0.02 -0.27
N -0.67970 -0.10023 -1.08629 -2.11 -0.09 -0.46
O 0.49596 0.17177 0.85842 -0.66 -0.35 0.30
O -0.70620 -0.70282 -2.34910 -5.70 -0.63 -0.22
S 0.83567 1.56769 2.96327 -1.95 -0.82 -0.80
```
Forces are in eV/Å.

=====

Entry 10:
This record from OMol25 describes C3H6N2O2S as an isolated structure. The level of theory is ωB97M-V/def2-TZVPD.

```
14
Properties=species:S:1:pos:R:3:forces:R:3
C -1.10539 0.02756 0.22813 0.13 0.94 -1.64
C -0.16305 -0.72185 1.16663 -0.06 4.53 0.65
C 1.18636 -0.87058 0.45699 -0.11 -3.55 3.67
H 1.16013 1.02854 0.07012 0.58 2.76 -0.10
H -0.93170 1.95571 -0.88238 0.00 -2.70 1.86
H -0.17954 0.03423 2.10830 0.91 -1.50 -1.98
H -0.71934 -1.50132 1.55737 -0.22 -2.42 0.18
H 1.83019 -1.85912 0.70555 -1.75 2.14 -1.08
H 3.11985 0.30897 -1.24121 0.88 -2.72 0.32
N -0.60658 1.20289 -0.16007 -0.13 2.68 -0.72
N 1.74532 0.04557 -0.18793 3.42 -7.01 -1.82
O 0.52035 1.66391 0.48440 -2.44 2.88 1.31
O 2.92155 -0.59791 -0.79812 -0.44 4.87 -0.90
S -2.45584 -0.49031 -0.53015 -0.77 -0.89 0.25
```
Forces are in eV/Å.

=====

For each record above, in turn, the calculated energy relative to the best compared isomer or geometry (same formula, charge and spin) values are 123.0; 628.4; 299.1; 119.8; 178.0; 245.0; 323.7; 675.1; 739.1; 709.6 kJ/mol.